[1]
Below is a gas-phase ion, C3H8N5 (charge +1) at a distorted geometry, with properties calculated with ωB97M-V with the def2-TZVPD basis set.

```
16
Properties=species:S:1:pos:R:3:forces:R:3
N 2.209741 -0.819476 0.132652 -0.835 1.451 -0.066
N -0.049526 -0.770679 -0.164794 1.905 -2.120 0.844
N -1.246356 -0.099545 -0.297681 -3.587 -3.695 -0.754
N -0.138368 1.877031 0.240716 -0.045 -0.748 -0.657
N -2.542117 -0.841170 0.071605 3.180 0.354 2.239
C 1.099784 -0.106426 -0.077013 -0.456 -0.754 -1.633
C -1.193264 1.151003 0.136258 2.681 2.769 0.998
C 1.079744 1.328030 -0.389265 -0.867 0.676 0.890
H -2.299979 -1.567414 0.814262 -0.295 1.509 -0.887
H -2.012794 1.643767 0.502968 -2.634 0.354 0.580
H 3.069044 -0.334424 0.331235 0.138 -0.055 -0.019
H -2.931912 -1.383382 -0.662304 0.211 -0.106 -1.609
H 1.987503 -1.615955 0.654073 0.729 -1.713 0.863
H 1.917075 1.770507 0.128898 0.443 0.376 -0.325
H 0.010074 -1.822710 0.033067 -0.965 2.106 -0.578
H 1.041357 1.590848 -1.454683 0.399 -0.405 0.112
```
Forces are in eV/Å.

E_HOMO ... -13.68 eV
SMILES ... NN1C=NCC(=[NH2+])N1
Charge ... +1
LUMO level ... -3.85 eV
ΔE to the lowest compared entry with this formula, charge and spin ... 255.03 kJ/mol

---

[2]
Below is a single CH4N2O3 molecule at a distorted geometry, with properties calculated with ωB97M-V with the def2-TZVPD basis set.

```
10
Properties=species:S:1:pos:R:3:forces:R:3
O 1.662787 -1.270761 -0.459278 -0.596 1.040 0.355
O -0.638320 1.626859 -0.603072 3.667 -4.316 1.376
O 1.958457 0.898880 -0.368578 -0.489 -0.526 -0.084
N -0.087955 0.063019 -0.453395 -2.313 2.228 -1.363
N 1.262462 -0.116858 -0.395526 1.190 0.559 -0.036
C -0.913120 -0.618672 0.499679 -1.031 -2.140 -1.756
H -0.431164 -1.562597 0.823957 -0.230 0.731 -0.138
H -1.238856 0.000315 1.265500 0.028 1.240 1.802
H 0.281083 1.834216 -0.266355 -0.856 1.413 -0.462
H -1.855372 -0.854400 -0.042930 0.631 -0.230 0.307
```
Forces are in eV/Å.

E_HOMO ... -10.77 eV
SMILES ... CN(O)[N+](=O)[O-]
Charge ... 0
LUMO level ... -0.07 eV
ΔE to the lowest compared entry with this formula, charge and spin ... 409.04 kJ/mol

---

[3]
Below is a single C4H11NO2 molecule at a distorted geometry, with properties calculated with ωB97M-V with the def2-TZVPD basis set.

```
18
Properties=species:S:1:pos:R:3:forces:R:3
O -1.431519 1.743886 -1.683706 0.795 -0.111 -0.141
O -0.589204 0.140516 1.694063 0.299 0.887 0.840
N -1.030336 -0.740355 -0.935590 -0.006 0.829 -0.376
C 0.560619 -0.028671 0.893984 -0.424 0.217 -0.692
C 1.306855 -1.350582 1.187861 -0.024 1.459 -1.262
C -0.300769 1.616019 -0.819057 -0.171 0.173 -0.721
C 0.084722 0.154811 -0.590181 0.576 -2.029 0.421
H 0.598303 2.108532 -1.228452 -0.345 0.127 0.036
H -1.890720 -0.371977 -0.560846 -0.182 -0.099 0.033
H 1.219605 0.858585 0.964326 -0.214 -0.409 1.030
H -0.606947 2.142440 0.067271 0.113 -0.080 0.666
H 2.289185 -1.118545 0.737017 -0.271 -1.084 -0.143
H 0.943687 -0.120854 -1.246483 -0.491 0.223 0.267
H -1.149577 -0.633641 1.658349 0.039 -0.336 -0.213
H -0.940791 -1.721203 -0.729957 0.351 -0.026 0.133
H -1.270544 1.062989 -2.347268 -0.454 0.030 -0.249
H 1.493305 -1.592904 2.225031 -0.315 0.284 0.322
H 0.714126 -2.149044 0.713638 0.724 -0.056 0.049
```
Forces are in eV/Å.

E_HOMO ... -9.33 eV
SMILES ... C[C@H](O)[C@@H](N)CO
Charge ... 0
LUMO level ... 0.81 eV
ΔE to the lowest compared entry with this formula, charge and spin ... 151.41 kJ/mol

---

[4]
Below is a gas-phase ion, C3H5N4O (charge -1) at a distorted geometry, with properties calculated with ωB97M-V with the def2-TZVPD basis set.

```
13
Properties=species:S:1:pos:R:3:forces:R:3
O 3.178174 -1.673032 -0.211944 -0.794 0.254 0.353
N 2.033442 -0.282698 -1.678540 1.267 0.083 -0.618
N 0.983976 0.424489 -1.633677 -1.905 -0.061 -0.346
N 1.140593 -0.551361 0.332760 1.283 -2.298 0.840
N 0.378174 0.108830 -0.491733 -1.228 2.275 0.143
C 2.190458 -0.939724 -0.455917 0.858 -0.086 0.318
C -1.701088 -0.044525 0.860827 1.452 -1.247 -1.014
C -0.726934 0.857621 0.094737 -1.516 0.380 -1.388
H -2.606787 -0.296486 0.361130 -0.512 -0.352 -1.151
H -2.083753 0.383919 1.742029 0.229 0.563 1.541
H -1.296430 1.372490 -0.721626 0.861 -0.294 0.464
H -1.086560 -0.953575 0.998894 -0.746 0.212 0.677
H -0.403266 1.594053 0.803060 0.750 0.572 0.183
```
Forces are in eV/Å.

E_HOMO ... -3.00 eV
SMILES ... CCn1nnc([O-])n1
Charge ... -1
LUMO level ... 3.80 eV
ΔE to the lowest compared entry with this formula, charge and spin ... 0.00 kJ/mol

---

[5]
Below is a molecular structure, C23H25IrN4O2, with properties calculated with ωB97M-V with the def2-TZVPD basis set.

```
55
Properties=species:S:1:pos:R:3:forces:R:3
Ir -1.801452 0.018219 -0.547034 -0.184 0.010 0.349
O -1.809569 2.057067 -0.438790 0.030 -0.053 -0.106
O -1.604026 -1.843745 -1.437497 0.099 -0.047 -0.188
N 0.205367 0.510541 -1.162508 0.372 0.158 -0.101
N -1.201035 -0.903493 4.101090 -0.020 0.032 -0.137
N -1.426220 -0.425057 1.607178 -0.112 -0.005 0.153
N 1.123995 -0.289222 -1.477356 -0.414 -0.279 -0.048
C -0.716440 2.645329 -0.738902 0.010 0.100 0.010
C 1.634772 2.566301 -1.587396 0.004 -0.030 0.000
C 0.867569 -1.670780 -1.517703 0.311 0.164 0.003
C -0.328383 -2.433290 -1.523715 -0.133 0.004 -0.035
C -1.036814 -2.142041 3.354342 0.003 -0.016 0.047
C -1.149120 -1.872297 1.828498 -0.021 0.039 -0.049
C -2.670612 -2.386048 -2.302024 0.144 0.061 0.077
C 0.478558 4.694274 -0.971078 0.021 0.003 -0.019
C 1.640355 3.990987 -1.458537 -0.106 0.071 0.042
C -2.692118 -0.063195 2.321561 0.068 -0.028 -0.054
C 2.756415 4.721175 -1.815708 0.102 -0.049 -0.047
C 2.078089 -2.377580 -1.631257 0.045 -0.052 0.013
C 2.139392 -3.752433 -1.719629 -0.046 0.093 0.014
C -2.520443 -0.344361 3.839365 0.005 -0.013 0.052
C 0.458275 1.884483 -1.189884 -0.146 0.004 0.028
C 2.799685 1.952254 -2.118236 0.047 0.046 -0.017
C -0.178400 0.050702 3.696057 0.010 0.000 0.050
C 3.902376 2.707253 -2.471445 -0.016 -0.084 0.000
C 3.895122 4.085467 -2.319958 -0.057 0.065 0.033
C -0.660869 4.060048 -0.629787 0.056 -0.049 -0.009
C -0.306442 0.369485 2.181713 -0.012 -0.040 -0.062
C 0.954572 -4.466720 -1.713259 -0.032 -0.059 0.001
C -0.266934 -3.806663 -1.620204 0.045 -0.016 0.030
H -1.545470 4.579502 -0.290832 -0.003 -0.008 0.012
H -2.911340 -3.397337 -1.994987 -0.021 -0.004 0.003
H -3.276492 -1.047910 4.185301 -0.004 0.007 0.001
H -0.223688 -2.114066 1.302686 0.003 -0.007 0.010
H -3.494361 -0.660866 1.885032 -0.008 0.011 0.011
H 2.743377 5.798107 -1.709160 -0.002 0.001 0.007
H -2.896738 0.989073 2.117735 -0.008 0.001 0.013
H 0.963604 -5.546270 -1.781047 -0.006 0.004 0.001
H 0.801362 -0.371048 3.918233 0.002 0.006 0.002
H 4.760458 4.671501 -2.597963 -0.001 0.001 -0.002
H 3.091441 -4.256370 -1.801337 0.005 0.006 0.004
H 2.981618 -1.783616 -1.644232 0.009 -0.006 -0.013
H 0.598791 0.103738 1.633177 0.005 0.022 -0.002
H -2.323896 -2.343880 -3.331035 -0.030 -0.043 -0.015
H -0.291759 0.957355 4.289068 0.012 0.001 0.001
H 4.774620 2.213100 -2.876308 -0.001 0.002 0.000
H 0.538567 5.773735 -0.901398 0.009 -0.003 0.003
H -0.526957 1.423046 2.005364 0.010 0.009 -0.002
H -3.521486 -1.733885 -2.137778 -0.015 0.000 -0.057
H 2.826677 0.887899 -2.260067 -0.001 -0.009 -0.002
H -2.632725 0.572989 4.415581 -0.007 0.002 -0.003
H -1.800656 -2.848976 3.675982 0.005 -0.004 0.001
H -1.963604 -2.438344 1.373054 -0.002 -0.020 0.010
H -0.064313 -2.570352 3.594880 -0.005 -0.011 -0.001
H -1.172697 -4.393758 -1.607864 -0.019 0.012 -0.010
```
Forces are in eV/Å.

E_HOMO (alpha / beta) ... -13.74 / -13.97 eV
Charge ... +2
LUMO level (alpha / beta) ... -7.40 / -9.23 eV
ΔE to the lowest compared entry with this formula, charge and spin ... 45.46 kJ/mol
Multiplicity ... 5

---

[6]
Below is a molecular structure, C25H20N3O2S4Zr, with properties calculated with ωB97M-V with the def2-TZVPD basis set.

```
55
Properties=species:S:1:pos:R:3:forces:R:3
Zr -1.103576 0.269098 -0.153803 -0.277 0.056 0.182
S -1.186098 -0.791216 2.155409 -0.077 0.229 -0.184
S -2.597262 2.271427 -1.030490 0.123 -0.113 0.051
S -0.089397 2.728082 0.399588 -0.048 -0.006 -0.170
S -0.313762 -2.367131 -0.589977 -0.019 0.091 -0.041
O -2.931421 -0.736076 -0.384895 -0.399 -0.377 0.201
O -1.460646 -0.235413 -2.202408 0.293 0.075 -0.192
N 1.378753 0.070390 0.250191 0.052 -0.064 -0.052
N -3.453861 -0.975532 -1.543682 0.184 0.087 -0.136
N -2.655188 -0.705480 -2.478446 0.093 -0.054 0.121
C -1.983656 -5.261856 1.635284 -0.008 -0.018 0.008
C -2.152796 -0.473633 -4.837764 -0.059 -0.028 -0.048
C -1.465439 -2.517019 1.909832 0.015 0.038 -0.059
C 2.088576 -1.018937 -0.097367 0.025 0.036 -0.024
C -1.508121 2.407830 1.440011 0.131 0.034 0.095
C -3.834377 1.842515 2.804893 0.039 0.011 0.028
C -1.494764 2.413167 2.838585 -0.014 -0.012 -0.027
C -2.658353 2.124220 3.512460 -0.023 -0.002 -0.038
C -1.366241 -4.568855 0.608835 -0.006 -0.063 -0.013
C -2.493952 -0.702547 -6.163011 0.027 0.011 0.007
C -3.855475 1.874636 1.432454 0.004 0.025 -0.084
C 3.465603 -0.977172 -0.279645 -0.031 0.022 0.013
C -2.998709 -0.954873 -3.855357 -0.111 0.047 0.120
C 2.077343 1.148359 0.671874 0.015 0.044 0.005
C 1.303722 2.196227 1.417683 0.097 -0.021 0.056
C -1.098112 -3.213161 0.752510 -0.023 0.110 0.102
C -2.085766 -3.232591 2.933074 0.008 -0.064 -0.026
C 1.423801 -2.364526 -0.092907 0.031 -0.017 0.038
C 3.449604 1.248396 0.548532 -0.029 -0.022 -0.010
C -2.693237 2.201613 0.705616 0.045 -0.121 0.170
C 4.153268 0.184612 0.007395 -0.012 -0.006 -0.005
C -4.165003 -1.650582 -4.141850 0.033 0.010 -0.153
C -4.484272 -1.864314 -5.472289 -0.011 -0.006 0.083
C -3.653162 -1.393168 -6.479885 0.012 0.007 -0.031
C -2.337124 -4.588020 2.796458 0.002 0.031 0.011
H -2.192821 -6.317061 1.528178 0.005 -0.001 -0.005
H 1.451640 -2.717343 0.941055 -0.025 -0.019 -0.018
H -3.913665 -1.565577 -7.515191 0.009 0.003 -0.005
H -2.825314 -5.119714 3.602297 -0.002 -0.007 0.001
H -4.803285 -2.012119 -3.350533 0.006 0.002 0.026
H -2.382560 -2.712070 3.833397 0.006 0.017 0.002
H 1.984179 -3.069842 -0.703466 -0.030 0.002 -0.017
H 3.952579 2.145340 0.879692 0.005 0.008 0.004
H -4.760355 1.665027 0.878465 -0.008 0.000 0.017
H -1.258660 0.068967 -4.573207 -0.001 0.000 0.020
H -1.092312 -5.075254 -0.307702 0.006 0.013 -0.009
H -4.736938 1.600887 3.349358 -0.013 -0.001 -0.004
H -1.848351 -0.332619 -6.947420 -0.004 -0.003 -0.010
H -0.590211 2.641935 3.384701 -0.015 0.000 0.033
H 0.944011 1.741707 2.342652 -0.034 0.015 -0.023
H 1.932686 3.047701 1.667832 -0.018 0.004 -0.016
H 3.983044 -1.864600 -0.615244 0.004 -0.006 0.001
H 5.223215 0.244525 -0.138077 0.005 0.002 0.001
H -2.666021 2.115251 4.593407 0.022 0.002 0.007
H -5.388160 -2.403513 -5.719901 0.001 -0.001 -0.005
```
Forces are in eV/Å.

E_HOMO ... -10.67 eV
Charge ... +1
LUMO level ... -3.43 eV
ΔE to the lowest compared entry with this formula, charge and spin ... 12.10 kJ/mol

---

[7]
Below is 2 unconnected molecules or ions with the total composition C2H2F3NO at a distorted geometry, with properties calculated with ωB97M-V with the def2-TZVPD basis set.

```
9
Properties=species:S:1:pos:R:3:forces:R:3
F -0.475196 1.548351 -0.095189 -0.576 1.140 0.891
F -1.314597 0.526823 -1.805508 0.914 0.448 0.150
F 0.433335 1.858012 -2.018214 0.102 0.380 -0.431
O 1.794635 -1.389106 -0.077921 -0.354 -0.940 0.692
N 0.887401 -1.058944 0.593329 0.062 1.406 -1.333
C -0.130419 0.965997 -1.231033 -0.386 -2.215 0.304
C -0.078921 -0.901865 1.367497 0.796 -0.733 -0.875
H -0.780667 -1.627495 1.677682 -0.206 -1.461 0.351
H -0.335570 0.078226 1.589356 -0.353 1.976 0.252
```
Forces are in eV/Å.

E_HOMO (alpha / beta) ... -7.59 / -7.59 eV
Charge ... 0
LUMO level (alpha / beta) ... -2.34 / -2.34 eV
ΔE to the lowest compared entry with this formula, charge and spin ... 755.18 kJ/mol